Entry from OMol25: a cluster of 2 separate species, C42H38O4P in total (ωB97M-V/def2-TZVPD).

Last column: Mulliken charge in e.
Atoms and positions in Å:
P: 1.79955 2.52473 0.23353  2.53
O: 1.08795 3.22889 -2.55472  -0.71
O: -1.17765 2.84871 -2.44126  -0.37
O: -4.94441 -0.25549 -4.60456  -0.43
O: -0.24284 -3.83423 3.92226  -0.39
C: -0.65881 -2.04795 -1.42579  -0.39
C: 1.79522 5.22670 -0.35268  -0.47
C: -4.16855 -1.44558 -2.56197  -0.62
C: -2.45552 -6.79098 4.26858  -0.62
C: -0.18027 -7.51314 4.38547  -0.51
C: -2.63007 -0.74657 -4.27037  -0.60
C: -1.62214 -2.19150 0.88069  -0.45
C: -1.15725 3.40532 -3.73559  -0.23
C: 0.85945 1.12539 4.45037  -0.57
C: 1.51334 1.96572 1.91623  0.21
C: 0.09971 2.85488 -1.90432  -0.22
C: -6.23746 -0.27246 -4.04835  -0.86
C: -1.50938 -2.63305 2.17092  -0.54
C: 2.63818 0.12647 -0.78576  -0.24
C: -1.58232 -1.19026 -3.51338  -0.56
C: 3.56644 4.46627 1.05928  -0.21
C: -0.34089 -3.26696 2.62366  -0.05
C: -3.95278 -0.81533 -3.80251  0.87
C: -3.12502 -1.90418 -1.80453  -0.87
C: 2.43811 4.20922 0.31336  0.09
C: -1.52964 -7.80674 4.39954  -0.42
C: -2.03988 -5.48946 4.11268  -0.23
C: 2.10683 0.83556 2.42942  -0.28
C: 0.24676 -6.21435 4.23752  -0.29
C: -1.78563 -1.72539 -2.21901  0.32
C: 2.97345 1.44672 -0.59429  0.25
C: 3.53873 -0.72547 -1.40129  -0.49
C: 5.08982 1.08282 -1.63472  -0.75
C: 2.27646 6.51995 -0.26459  -0.73
C: 4.18969 1.93155 -1.01731  -0.76
C: 0.21207 2.44949 -0.58194  -0.44
C: 0.63147 -2.91940 0.44713  -0.56
C: -2.49717 3.28499 -4.44207  -0.95
C: 3.40776 6.78456 0.48170  -0.49
C: -0.67853 -5.17813 4.09198  0.35
C: -0.57543 -2.37591 -0.05157  0.60
C: 0.61367 2.69227 2.66114  -0.44
C: 4.76156 -0.24489 -1.82892  -0.83
C: 4.05714 5.75788 1.13825  -0.80
C: 1.77798 0.41341 3.70373  -0.77
C: 0.74200 -3.35334 1.73783  -0.61
C: 0.28527 2.27195 3.93729  -0.77
H: 1.67546 -0.23176 -0.45437  0.60
H: 6.04351 1.46190 -1.96383  0.44
H: 0.93242 5.00391 -0.95946  0.24
H: -3.33720 -2.44931 -0.90168  0.89
H: -1.86042 -8.82589 4.51058  0.40
H: 1.29662 -5.97895 4.21518  0.42
H: 2.81560 0.28558 1.83259  0.49
H: -0.85425 4.45520 -3.61522  0.31
H: -6.26279 0.32305 -3.13606  0.38
H: 0.59600 0.78856 5.43975  0.43
H: -0.65465 2.17641 -0.02090  0.59
H: 4.42673 2.97328 -0.87272  0.46
H: -6.93423 0.15760 -4.76811  0.25
H: 1.47295 -3.00899 -0.21519  0.40
H: -6.53641 -1.29783 -3.83680  0.36
H: 1.77542 7.31787 -0.78681  0.43
H: -0.42649 2.83100 4.52171  0.45
H: 5.46306 -0.90544 -2.31416  0.42
H: -3.29841 3.60497 -3.77375  0.28
H: 4.95068 5.95855 1.70607  0.41
H: -0.35044 2.90167 -4.28705  0.32
H: -0.57793 -1.09549 -3.88840  0.43
H: 4.06346 3.65446 1.56784  0.46
H: -2.33052 -2.51607 2.85587  0.66
H: -3.50793 -7.01630 4.29766  0.38
H: -2.75471 -4.69220 4.00622  0.31
H: 2.22961 -0.47813 4.10596  0.51
H: 0.27992 -2.04572 -1.94922  0.34
H: 0.16713 3.57982 2.23744  0.40
H: -5.17091 -1.57120 -2.19339  0.41
H: -2.46600 -0.30200 -5.23668  0.50
H: 0.53924 -8.30541 4.49657  0.39
H: 3.78735 7.79200 0.54966  0.41
H: 1.64816 -3.81393 2.08944  0.50
H: -2.70678 2.25084 -4.72153  0.04
H: 3.28655 -1.76264 -1.54847  0.35
H: -2.54547 3.89369 -5.34911  0.40
H: -2.49130 -1.62583 0.59939  0.83

* E_tot: -2265.28299 Ha
* E_LUMO: -0.1952 Eh
* gap between HOMO and LUMO: 0.15015 Eh
* ΔE to the lowest compared entry with this formula, charge and spin: 46.33 kcal/mol
* net charge: +1